# C84H185N11O11

11 unconnected molecules or ions with the total composition C84H185N11O11 at a distorted geometry (wB97M-V/def2-TZVPD, the Open Molecules 2025 dataset).

Last column: Mulliken charge in e.
Atoms and positions in Å:
1 C 6.4953 -3.8062 3.0049  -1.3282
2 C 6.2352 -2.8942 1.7865  1.3654
3 C 5.6143 -1.5781 2.3419  -1.5979
4 C 7.4670 -2.4659 1.0221  -1.3231
5 C 7.9652 -3.6422 0.1681  -0.8694
6 C 6.8778 -4.1525 -0.8202  -0.7325
7 C 5.5891 -4.5620 -0.0438  1.9878
8 C 4.4483 -4.6478 -1.1053  -0.9681
9 C 5.7560 -5.8603 0.7869  -2.3362
10 N 5.1858 -3.4536 0.8311  0.2410
11 O 4.0229 -3.8786 1.6020  2.9528
12 H 7.0844 -4.7577 2.7283  0.0889
13 H 7.0374 -3.2993 3.8013  0.5687
14 H 5.5642 -4.2678 3.3955  0.0771
15 H 5.3376 -0.9000 1.5209  0.1484
16 H 4.6597 -1.8484 2.8170  -0.2211
17 H 6.0689 -0.9871 3.1073  0.7692
18 H 7.1110 -1.6618 0.3752  0.2597
19 H 8.2625 -2.1589 1.6761  0.4426
20 H 8.8855 -3.3010 -0.3344  0.4479
21 H 8.2339 -4.4024 0.8933  0.3360
22 H 7.1736 -5.1124 -1.2896  0.5077
23 H 6.6885 -3.3987 -1.5783  0.0072
24 H 4.3805 -3.6645 -1.5425  -1.0551
25 H 3.4311 -4.9483 -0.7624  -0.4990
26 H 4.8266 -5.2855 -1.8848  1.0748
27 H 6.6960 -6.1795 1.1214  0.2840
28 H 5.3923 -6.6231 0.1353  0.6124
29 H 5.1294 -5.7777 1.6524  0.4667
30 H 3.3030 -3.6258 1.0033  -1.4915
31 C 3.0284 -5.9689 3.7971  -1.2713
32 C 2.7541 -5.4349 5.1577  1.5162
33 C 1.1755 -5.6676 5.4359  -1.7856
34 C 3.6756 -6.1932 6.1324  -1.0361
35 C 3.6171 -5.4796 7.4853  -0.7818
36 C 4.1769 -4.0742 7.3888  -1.2366
37 C 3.2345 -3.2357 6.4042  1.5243
38 C 1.8782 -3.0455 7.0674  -1.4546
39 C 3.8950 -1.8630 6.1054  -1.6841
40 N 3.1759 -4.0406 5.1504  0.4063
41 O 2.3549 -3.2941 4.2495  0.4176
42 H 4.0765 -6.0247 3.5529  0.1554
43 H 2.6165 -6.9272 3.6704  1.0165
44 H 2.5802 -5.3743 3.0083  -0.7310
45 H 0.9698 -5.7614 6.4808  0.4158
46 H 0.5880 -4.8717 4.9360  0.0868
47 H 0.9074 -6.5789 4.9822  0.6344
48 H 3.4540 -7.2639 6.2348  0.3713
49 H 4.7240 -6.1148 5.7113  0.2153
50 H 2.6236 -5.6181 7.8648  0.3742
51 H 4.3111 -6.0147 8.1581  0.4259
52 H 5.0840 -4.1776 6.8741  0.3929
53 H 4.2143 -3.5982 8.3608  0.4716
54 H 1.5292 -3.9643 7.6139  0.2894
55 H 1.1749 -2.7438 6.2705  0.0857
56 H 1.8843 -2.2786 7.8866  0.4269
57 H 4.4630 -1.9203 5.2246  0.1185
58 H 4.4730 -1.5759 6.9729  0.4817
59 H 3.1543 -1.1139 5.8524  0.3101
60 H 2.7043 -3.4922 3.3430  -0.4316
61 C -4.7701 -1.9712 -3.9435  -2.1134
62 C -4.9855 -0.4356 -3.8566  2.6536
63 C -5.9133 0.1764 -4.9297  -1.8864
64 C -5.6645 -0.1207 -2.4871  -1.5339
65 C -4.6948 0.0020 -1.3478  0.8746
66 C -3.5192 0.9567 -1.6421  -0.6852
67 C -2.7146 0.5176 -2.8418  4.3386
68 C -1.6447 1.5825 -3.1804  -2.8411
69 C -1.9962 -0.8787 -2.7038  -0.9274
70 N -3.7453 0.4113 -3.9673  -0.0143
71 O -2.9427 -0.0614 -5.0765  -0.5249
72 H -4.1980 -2.2944 -4.7492  0.5387
73 H -4.2783 -2.3108 -3.0840  0.2765
74 H -5.6796 -2.5206 -3.9541  0.5093
75 H -5.8120 -0.3372 -5.8859  0.3679
76 H -6.9628 0.2552 -4.7001  0.3693
77 H -5.5336 1.2240 -5.0847  0.3827
78 H -6.1967 0.8547 -2.5067  -0.1821
79 H -6.4468 -0.8599 -2.2465  0.5268
80 H -5.2062 0.2919 -0.4102  0.5922
81 H -4.4430 -1.0336 -1.0343  -0.8995
82 H -2.8786 1.0769 -0.8051  0.2727
83 H -4.0043 1.9493 -1.8063  -0.7176
84 H -0.8767 1.6524 -2.4346  -0.0376
85 H -2.0877 2.5862 -3.2980  0.2925
86 H -1.1001 1.3346 -4.1087  0.6268
87 H -2.6252 -1.7452 -2.7659  0.2153
88 H -1.3503 -0.9448 -1.8170  -0.9209
89 H -1.2134 -0.9182 -3.5018  -0.3235
90 H -2.4810 -0.9004 -4.7875  0.3444
91 C -8.3895 5.7040 -0.4580  -1.9470
92 C -7.8419 4.4126 -0.9625  1.3762
93 C -9.0503 3.4901 -1.1752  -1.9211
94 C -7.2947 4.6625 -2.3129  -1.4305
95 C -6.0703 5.5235 -2.0953  -0.4241
96 C -5.1515 4.6894 -1.2008  -0.2812
97 C -5.6729 4.5061 0.2026  2.1924
98 C -4.8302 3.4329 0.9926  -1.8898
99 C -5.8616 5.7073 1.1339  -1.6566
100 N -6.8816 3.7343 -0.0612  0.9034
101 O -7.5943 3.5253 1.1837  -0.5692
102 H -9.2001 5.9806 -1.1271  0.4694
103 H -8.8967 5.4669 0.5009  0.3664
104 H -7.8407 6.6583 -0.4151  0.3454
105 H -8.6450 2.4858 -1.3188  0.3090
106 H -9.7309 3.5551 -0.3181  0.3929
107 H -9.6204 3.8118 -2.0292  0.4703
108 H -7.0523 3.6593 -2.6457  0.3449
109 H -8.0739 5.1455 -2.9144  0.5991
110 H -5.5162 5.7615 -3.0358  0.1826
111 H -6.3789 6.4328 -1.5779  0.2303
112 H -4.1513 5.0825 -1.0991  -0.0320
113 H -5.0636 3.7430 -1.7317  -0.4457
114 H -3.8275 3.8171 1.1847  0.2631
115 H -4.7693 2.5526 0.3794  -0.0782
116 H -5.3343 3.2345 1.9545  0.7703
117 H -6.7071 5.5068 1.8245  0.2978
118 H -6.1207 6.6452 0.5412  0.3002
119 H -4.9312 5.9140 1.6737  0.4463
120 H -7.5561 2.5821 1.3141  0.3081
121 C -2.9837 1.1769 2.4937  -1.0077
122 C -3.0503 -0.2622 3.0271  1.9338
123 C -2.8677 -1.2869 1.8912  0.8663
124 C -2.0034 -0.5125 4.0530  -0.6655
125 C -2.2007 -1.7672 4.9361  0.3783
126 C -3.6251 -1.9108 5.5077  -1.8791
127 C -4.7038 -1.6337 4.4892  1.7641
128 C -4.9401 -2.9329 3.6947  -1.3286
129 C -6.0305 -1.3274 5.2846  -1.8368
130 N -4.3169 -0.4340 3.7344  0.1879
131 O -5.4437 -0.1131 2.9364  -0.5212
132 H -2.7532 1.8044 3.2854  1.1041
133 H -2.0839 1.1956 1.8719  -0.2793
134 H -3.8547 1.4097 1.8674  -0.5514
135 H -3.6485 -1.4122 1.1611  -0.6123
136 H -2.0025 -0.9778 1.3091  0.1175
137 H -2.6825 -2.2760 2.3986  -0.7076
138 H -1.0601 -0.6742 3.5371  -0.7856
139 H -1.9575 0.3577 4.7603  0.6709
140 H -1.9265 -2.6790 4.4288  -0.4713
141 H -1.4602 -1.5353 5.7751  0.3933
142 H -3.7975 -1.0458 6.1321  0.4912
143 H -3.8953 -2.8406 5.9480  0.5385
144 H -5.3954 -2.7034 2.6904  0.1110
145 H -5.6189 -3.6064 4.1991  0.5102
146 H -4.0434 -3.5720 3.5751  0.0446
147 H -5.9810 -0.3980 5.8750  0.4277
148 H -6.0849 -2.0623 6.0861  0.4720
149 H -7.0098 -1.3975 4.7371  0.2837
150 H -5.4112 -0.6485 2.1327  0.3304
151 C 5.3206 -1.8603 -3.7175  -2.0243
152 C 4.4819 -1.2942 -4.8743  1.8659
153 C 4.5901 0.2543 -5.0208  -1.5262
154 C 4.8698 -1.9319 -6.1961  -1.0452
155 C 3.8596 -1.8359 -7.3173  -0.9266
156 C 2.5146 -2.2831 -6.8738  -1.2837
157 C 2.0394 -1.6026 -5.5810  1.8387
158 C 1.5455 -0.1885 -5.8137  -1.7204
159 C 0.9233 -2.4776 -4.9706  -1.5938
160 N 3.1272 -1.7453 -4.6187  -0.2649
161 O 2.7484 -0.9914 -3.4196  1.3764
162 H 5.2536 -1.3786 -2.7351  0.1546
163 H 5.0444 -2.9555 -3.6039  0.2408
164 H 6.3428 -1.7665 -4.1265  0.5049
165 H 4.2102 0.7317 -4.1024  -0.0578
166 H 5.6423 0.3611 -5.1533  0.6142
167 H 4.0186 0.6794 -5.8485  0.2973
168 H 5.9196 -1.5289 -6.3730  0.4093
169 H 4.9712 -3.0160 -6.0020  0.3448
170 H 3.6897 -0.8509 -7.7078  0.3599
171 H 4.1365 -2.4576 -8.1864  0.4763
172 H 2.5414 -3.4105 -6.7423  0.3231
173 H 1.6512 -2.0723 -7.4822  0.5041
174 H 1.7802 0.4844 -5.0190  0.1690
175 H 0.4637 -0.3203 -5.8361  0.5855
176 H 1.8311 0.2055 -6.8248  0.2402
177 H 0.1332 -2.6703 -5.7465  0.5640
178 H 0.3832 -1.9745 -4.1723  -0.3321
179 H 1.3149 -3.4365 -4.7078  0.6045
180 H 2.5841 -1.6632 -2.7713  -0.6075
181 C -1.9586 7.2164 -2.0485  -1.6474
182 C -1.8519 7.5499 -3.5879  1.9129
183 C -3.3600 7.7296 -3.9190  -1.5751
184 C -0.9942 8.7530 -3.8604  -1.4426
185 C 0.4114 8.4415 -3.5009  -0.3903
186 C 0.9155 7.2548 -4.2385  -1.2485
187 C 0.0466 6.0423 -4.0396  2.1598
188 C 0.3941 5.1535 -5.1705  -2.0799
189 C 0.3624 5.3114 -2.7587  -0.4102
190 N -1.3332 6.4381 -4.3627  -0.2182
191 O -2.1363 5.2802 -4.1372  -0.0733
192 H -2.7068 7.9152 -1.4827  0.4587
193 H -2.4067 6.1872 -1.9250  0.1397
194 H -1.0284 7.2117 -1.5036  0.3505
195 H -3.5553 7.7951 -5.0145  0.3859
196 H -3.8681 6.8071 -3.5262  -0.0221
197 H -3.7628 8.5605 -3.3858  0.5017
198 H -1.1714 8.9181 -4.9188  0.3938
199 H -1.3806 9.6074 -3.2540  0.3261
200 H 1.0093 9.4082 -3.5617  0.3392
201 H 0.3545 8.2346 -2.4121  0.2336
202 H 1.9360 7.0252 -3.9218  0.3883
203 H 0.9530 7.4743 -5.3187  0.3769
204 H -0.0560 5.5378 -6.1228  0.5200
205 H 0.0135 4.2028 -4.9020  0.2254
206 H 1.4920 5.0286 -5.2465  0.3642
207 H -0.0594 4.3273 -2.8369  -0.7318
208 H 0.0947 5.8272 -1.8463  0.1314
209 H 1.4402 5.1288 -2.7763  0.6467
210 H -2.6505 5.2533 -4.9329  0.3044
211 C -0.0097 -4.1144 -1.6325  -1.0294
212 C 0.0020 -5.3212 -0.5620  1.2882
213 C 0.9306 -6.4350 -1.0339  -0.6599
214 C 0.5397 -4.8814 0.8252  -0.6340
215 C -0.5316 -4.1655 1.6691  1.5790
216 C -1.7875 -5.0672 1.7729  -0.2518
217 C -2.4106 -5.3153 0.3877  1.6685
218 C -3.4583 -6.4131 0.6383  -2.2447
219 C -3.0274 -4.1030 -0.3067  -1.1086
220 N -1.2958 -5.9962 -0.3257  0.1679
221 O -1.8537 -6.2388 -1.5988  -0.4712
222 H 0.9665 -4.1124 -2.0799  0.6855
223 H -0.7969 -4.2511 -2.3828  0.3327
224 H -0.1941 -3.1383 -1.1765  -0.2939
225 H 1.9615 -5.9186 -1.0808  -0.1370
226 H 0.9079 -7.2770 -0.3177  0.4409
227 H 0.8208 -6.6669 -2.0907  0.5397
228 H 0.8826 -5.7245 1.3687  1.2058
229 H 1.4582 -4.2298 0.7059  -1.4817
230 H -0.0194 -4.0291 2.6712  -0.3045
231 H -0.8936 -3.1746 1.2808  -0.9237
232 H -2.6444 -4.5388 2.2643  -1.0741
233 H -1.7051 -6.0213 2.3712  0.5078
234 H -4.0233 -6.6479 -0.2450  0.3417
235 H -4.1356 -6.2123 1.4797  0.3169
236 H -2.8511 -7.2557 0.8633  0.6043
237 H -2.2526 -3.3132 -0.2782  -0.5385
238 H -4.0192 -3.9515 0.0716  0.6371
239 H -3.3041 -4.4535 -1.3087  0.7464
240 H -1.5552 -7.1678 -1.8119  0.3802
241 C 1.2883 7.2035 2.9391  -0.6216
242 O 0.3912 6.2689 3.5293  -0.4164
243 C 0.8566 4.9356 3.3802  -0.7661
244 C 0.5332 4.3257 2.0780  1.2422
245 C -0.9423 4.3645 1.7369  -1.5732
246 N 1.0953 2.9813 2.1664  0.2126
247 H 2.2487 7.0600 3.3460  0.3570
248 H 0.8213 8.1692 3.2271  0.2565
249 H 1.3505 7.1076 1.8131  0.1391
250 H 1.8999 4.9614 3.6384  0.5045
251 H 0.2288 4.4647 4.2207  0.2939
252 H 1.0601 4.8797 1.2429  -0.0481
253 H -1.1726 4.0017 0.7150  0.1991
254 H -1.2260 5.4002 1.8614  0.6428
255 H -1.5512 3.6482 2.3534  -0.1500
256 H 0.6634 2.5205 3.0114  0.2728
257 H 0.8205 2.3226 1.4000  -0.9228
258 C 5.1678 2.5579 -1.3118  -0.2124
259 O 5.7066 2.8536 -0.0359  -0.4601
260 C 4.7216 3.3273 0.7743  0.1314
261 C 5.3121 3.5707 2.1766  0.2214
262 C 5.6296 2.2071 2.7979  -1.2945
263 N 4.2404 4.1981 2.9869  -0.5766
264 H 5.9990 2.1474 -1.8740  0.4318
265 H 4.7285 3.4188 -1.8683  0.2507
266 H 4.4438 1.7654 -1.2046  -0.1743
267 H 4.3447 4.2534 0.4058  0.5597
268 H 3.8853 2.6791 0.9072  -0.5133
269 H 6.1777 4.3001 2.1058  0.2391
270 H 6.1017 2.1432 3.7852  0.4432
271 H 6.3237 1.7509 2.0993  0.2921
272 H 4.6675 1.7602 2.8628  0.2801
273 H 4.4388 4.1509 3.9576  0.2473
274 H 3.3008 3.7944 2.8158  0.1824
275 C 1.5137 2.6612 -1.2364  -0.5811
276 O 1.1964 1.4633 -0.5131  1.7922
277 C 2.2028 0.5012 -0.4630  -0.2559
278 C 1.6419 -0.8545 0.0955  0.5131
279 C 1.1322 -0.7161 1.5242  0.8450
280 N 2.6205 -1.8924 0.0536  2.0121
281 H 0.5467 3.1936 -1.3768  -0.2856
282 H 1.9060 2.3142 -2.2744  0.1808
283 H 2.2581 3.2546 -0.7002  -0.0769
284 H 2.5610 0.2911 -1.4844  0.0436
285 H 3.1355 0.7240 0.0180  -0.6107
286 H 0.8022 -1.0645 -0.4705  -0.4990
287 H 2.0443 -0.8049 2.1746  -0.0585
288 H 0.4403 -1.4859 1.6998  -0.6023
289 H 0.6715 0.2709 1.7915  -0.6190
290 H 3.3163 -1.7770 0.7995  -0.6333
291 H 3.1103 -2.1063 -0.8081  -0.9219

HOMO level: -8.31 eV
charge: 0
gap between HOMO and LUMO: 0.323 Eh
SMILES string: CC1(C)CCCC(C)(C)N1O.CC1(C)CCCC(C)(C)N1O.CC1(C)CCCC(C)(C)N1O.CC1(C)CCCC(C)(C)N1O.CC1(C)CCCC(C)(C)N1O.CC1(C)CCCC(C)(C)N1O.CC1(C)CCCC(C)(C)N1O.CC1(C)CCCC(C)(C)N1O.COC[C@H](C)N.COC[C@H](C)N.COC[C@H](C)N
lowest unoccupied orbital energy: 0.0177 Eh